# 1
{"formula": "C3H3N2O3", "method": "ωB97M-V/def2-TZVPD", "e_above_lowest_kj_mol": 15.6, "e_homo_ev": [-15.9, -15.8], "charge": 1, "smiles": "O=c1cc[nH][n+](=O)o1", "lumo_ev": [-6.914, -6.914], "elements": ["C", "C", "C", "N", "N", "O", "O", "O", "H", "H", "H"], "coordinates": [[-0.52939, 1.08096, -0.24300], [0.17247, 0.39247, -1.11457], [-0.66762, 0.71151, 1.17605], [0.52513, -0.85145, -0.73294], [0.44026, -1.23474, 0.49097], [-1.11315, 1.40229, 2.01127], [0.17073, -0.39125, 1.49148], [0.63697, -2.38645, 0.69690], [-0.93507, 2.11909, -0.40345], [0.28759, 0.76226, -2.10467], [1.01208, -1.60470, -1.26805]], "lowdin_charge": [0.07, 0.00, -0.36, 0.18, -0.21, 0.26, 0.23, 0.25, 0.18, 0.16, 0.25]}

***

# 2
{"formula": "C4H5NO", "method": "ωB97M-V/def2-TZVPD", "e_above_lowest_kj_mol": 334.2, "e_homo_ev": -10.1, "smiles": "N=C=O.C#CC", "lumo_ev": 0.006, "elements": ["C", "C", "C", "C", "O", "N", "H", "H", "H", "H", "H"], "coordinates": [[-2.28463, 0.09705, 0.25906], [-0.87403, 0.33114, 0.13504], [0.30888, 0.58430, 0.04669], [1.86278, -0.73537, -0.35856], [1.55163, -1.85117, -0.62066], [2.63649, 0.22751, -0.17858], [-2.47039, -0.95653, 0.09848], [-2.81303, 0.66492, -0.50499], [-2.60905, 0.36287, 1.26558], [3.60843, -0.02796, -0.28816], [1.08291, 1.30324, 0.14609]], "lowdin_charge": [-0.08, -0.09, 0.04, -0.47, 0.13, 0.07, 0.09, 0.09, 0.09, 0.08, 0.06]}

***

# 3
{"formula": "C7H5F3O3", "method": "ωB97M-V/def2-TZVPD", "e_above_lowest_kj_mol": 482.5, "e_homo_ev": [-9.4, -9.4], "lumo_ev": [-1.705, -1.705], "elements": ["C", "C", "C", "C", "C", "C", "C", "O", "O", "O", "F", "F", "F", "H", "H", "H", "H", "H"], "coordinates": [[-2.52448, -1.12918, -0.10700], [-1.14207, -1.32808, -0.12045], [-2.81496, 0.20713, -0.25221], [-0.58607, -0.03044, -0.23493], [1.26811, 1.61225, -0.59590], [0.78419, 0.34536, 0.00877], [1.88551, -0.77043, 0.05858], [2.42304, 1.89636, -0.68535], [-1.56979, 0.81519, -0.41106], [0.90482, 1.52430, 1.69478], [2.22269, -1.16569, -1.16200], [1.48585, -1.86615, 0.74010], [2.91281, -0.39185, 0.72174], [-3.19078, -1.90210, -0.15385], [-0.56299, -2.26107, -0.06497], [-3.63646, 0.72663, -0.39155], [0.41209, 2.25622, -1.12589], [1.72848, 1.46155, 2.08120]], "lowdin_charge": [-0.03, 0.05, 0.04, -0.25, -0.25, 0.02, -0.62, 0.09, 0.06, -0.07, 0.19, 0.13, 0.22, 0.08, 0.13, 0.08, 0.18, -0.03]}

***

# 4
{"formula": "C31H67F7N5O18S5", "method": "ωB97M-V/def2-TZVPD", "e_homo_ev": -11.6, "charge": 1, "lumo_ev": -4.373, "elements": ["C", "C", "O", "C", "O", "C", "C", "C", "N", "C", "N", "C", "C", "N", "C", "C", "C", "N", "O", "C", "F", "F", "F", "N", "C", "C", "F", "F", "C", "F", "F", "H", "H", "H", "H", "H", "H", "H", "H", "H", "H", "H", "H", "H", "H", "H", "H", "H", "H", "H", "H", "H", "H", "H", "H", "H", "H", "H", "O", "S", "O", "O", "C", "C", "C", "H", "H", "H", "H", "H", "H", "H", "H", "O", "S", "O", "O", "C", "C", "C", "H", "H", "H", "H", "H", "H", "H", "H", "O", "S", "O", "O", "C", "C", "C", "H", "H", "H", "H", "H", "H", "H", "H", "O", "S", "O", "O", "C", "C", "C", "H", "H", "H", "H", "H", "H", "H", "H", "O", "S", "O", "O", "C", "C", "C", "H", "H", "H", "H", "H", "H", "H", "H"], "coordinates": [[2.24321, -1.65945, -5.18620], [1.46395, -2.97860, -5.27048], [1.15345, -3.35565, -3.91912], [0.34635, -4.41393, -3.82931], [0.15331, -5.14816, -4.71572], [-0.37610, -4.66526, -2.51696], [0.23850, -5.87505, -1.78171], [1.18876, -5.46656, -0.62956], [2.38791, -4.71620, -1.08136], [2.29014, -3.25110, -0.87828], [2.12460, -2.82793, 0.50055], [2.46213, -1.40803, 0.68755], [3.55066, -5.23118, -0.50193], [3.57674, -5.39166, 0.90000], [4.45313, -4.44941, 1.62176], [3.89603, -3.99884, 2.99426], [4.48796, -2.63303, 3.31647], [5.81054, -2.36967, 2.82927], [3.89734, -1.80815, 3.91414], [3.58019, -6.73406, 1.37182], [4.58350, -7.03490, 2.13745], [3.50822, -7.58886, 0.36223], [2.48925, -6.95263, 2.09217], [4.54594, -5.52713, -1.26251], [5.81949, -6.06965, -0.75176], [4.46924, -5.38367, -2.73288], [5.66491, -5.67197, -3.20639], [4.22915, -4.15470, -3.09566], [3.48348, -6.43640, -3.36114], [4.21667, -7.51981, -3.62772], [2.96693, -5.99499, -4.46186], [3.01279, -1.70700, -4.41613], [1.51834, -0.86644, -5.00431], [2.71074, -1.46602, -6.15339], [0.58138, -2.80576, -5.88792], [2.06471, -3.73497, -5.77698], [-0.46659, -3.77494, -1.89108], [-1.38706, -4.94064, -2.81060], [0.67224, -6.61558, -2.45256], [-0.59256, -6.37968, -1.27984], [1.42076, -6.38158, -0.08496], [0.56350, -4.87320, 0.04135], [1.43194, -2.90161, -1.46159], [3.15943, -2.76178, -1.32144], [1.16706, -2.92634, 0.81802], [1.74247, -0.72363, 0.21829], [3.46483, -1.19619, 0.30677], [2.44233, -1.18210, 1.75478], [4.53947, -3.55562, 1.00147], [5.47953, -4.79270, 1.75935], [2.81285, -3.97143, 3.01705], [4.31597, -4.68033, 3.74006], [5.71259, -2.03274, 1.87374], [6.19389, -1.59398, 3.36521], [6.01165, -7.03314, -1.21922], [5.84165, -6.20696, 0.32247], [6.61676, -5.37388, -1.00711], [2.75468, -6.73027, -2.60732], [0.84931, 1.28537, -3.87693], [0.68059, 2.58978, -3.30614], [-0.23967, 2.80774, -2.23344], [0.38330, 3.62797, -4.47347], [-0.72799, 3.36669, -5.35405], [-2.06338, 3.64120, -4.69187], [2.25300, 3.23262, -2.83830], [-0.67326, 2.34417, -5.73285], [-0.60107, 4.03290, -6.20539], [-2.24876, 2.94542, -3.87308], [-2.87595, 3.53925, -5.41208], [-2.08413, 4.64791, -4.27245], [2.95016, 3.09832, -3.66102], [2.58435, 2.67405, -1.96511], [2.13982, 4.28402, -2.58650], [7.99548, -0.40226, 5.71749], [8.39646, -0.29299, 7.09083], [9.57297, -0.94286, 7.57284], [7.16213, -0.69331, 8.01978], [6.55386, -1.98161, 7.82415], [7.40686, -3.11226, 8.36742], [8.47044, 1.40907, 7.53747], [6.32396, -2.12994, 6.76658], [5.60618, -1.95064, 8.35950], [8.33661, -3.21131, 7.80815], [6.87008, -4.05940, 8.29998], [7.67243, -2.92626, 9.40805], [7.56273, 1.90390, 7.20276], [9.34002, 1.83537, 7.04122], [8.58373, 1.48277, 8.61602], [-4.17680, 6.74656, -3.57297], [-4.02628, 7.94042, -2.79305], [-2.75762, 8.58820, -2.67743], [-4.61728, 7.68528, -1.33385], [-4.09572, 6.58324, -0.56942], [-2.70947, 6.87395, -0.02579], [-5.22193, 9.12538, -3.31095], [-4.10145, 5.66854, -1.16544], [-4.78281, 6.43043, 0.26120], [-1.97951, 6.96542, -0.82958], [-2.38443, 6.06916, 0.63478], [-2.70369, 7.81424, 0.52607], [-6.19509, 8.64538, -3.36963], [-4.91652, 9.48497, -4.29161], [-5.23090, 9.94684, -2.59918], [-6.37179, 3.40716, -0.54391], [-6.29759, 2.48044, -1.63757], [-7.47582, 1.95312, -2.24714], [-5.34287, 1.26998, -1.22035], [-5.66244, 0.54460, -0.01933], [-6.85638, -0.37380, -0.19849], [-5.27298, 3.15892, -2.89678], [-5.81815, 1.24025, 0.80800], [-4.77932, -0.04732, 0.21795], [-7.76991, 0.19333, -0.37237], [-7.00360, -0.98397, 0.69336], [-6.71163, -1.02775, -1.05902], [-4.35659, 3.53455, -2.44870], [-5.82447, 3.97358, -3.36328], [-5.06200, 2.38641, -3.63207], [-10.66223, 4.05645, 3.12952], [-9.98874, 5.28897, 3.40106], [-10.32503, 6.48515, 2.69520], [-8.41457, 5.04789, 3.29799], [-7.89405, 4.49356, 2.07276], [-7.87381, 5.49927, 0.94157], [-10.04899, 5.62028, 5.13107], [-8.45818, 3.60039, 1.79749], [-6.87549, 4.17735, 2.29527], [-8.88320, 5.78807, 0.64864], [-7.37533, 5.06677, 0.07243], [-7.35268, 6.41016, 1.24451], [-9.76170, 4.72403, 5.67410], [-11.07363, 5.89690, 5.37114], [-9.37856, 6.44666, 5.35301]], "lowdin_charge": [-0.05, -0.21, -0.01, -0.55, 0.15, -0.07, -0.13, -0.12, 0.00, -0.17, -0.08, -0.09, -0.21, 0.07, -0.14, -0.06, -0.53, 0.13, 0.12, -0.71, 0.22, 0.19, 0.18, 0.14, 0.07, -0.46, 0.17, 0.21, -0.33, 0.13, 0.19, 0.07, 0.06, 0.08, 0.13, 0.12, 0.12, 0.13, 0.11, 0.12, 0.11, 0.13, 0.12, 0.13, 0.11, 0.09, 0.08, 0.08, 0.11, 0.12, 0.12, 0.13, 0.09, 0.10, 0.13, 0.09, 0.13, 0.15, -0.29, 0.57, -0.27, -0.25, -0.24, -0.07, -0.12, 0.11, 0.13, 0.06, 0.09, 0.08, 0.08, 0.07, 0.08, -0.29, 0.57, -0.27, -0.26, -0.26, -0.07, -0.12, 0.11, 0.12, 0.07, 0.08, 0.09, 0.08, 0.08, 0.08, -0.29, 0.57, -0.27, -0.26, -0.25, -0.07, -0.12, 0.10, 0.12, 0.07, 0.08, 0.09, 0.08, 0.08, 0.08, -0.29, 0.59, -0.26, -0.26, -0.25, -0.07, -0.12, 0.11, 0.12, 0.07, 0.08, 0.08, 0.06, 0.08, 0.08, -0.27, 0.57, -0.27, -0.27, -0.25, -0.08, -0.12, 0.12, 0.12, 0.08, 0.04, 0.08, 0.07, 0.08, 0.07]}

***

# 5
{"formula": "C4H12", "method": "ωB97M-V/def2-TZVPD", "e_above_lowest_kj_mol": 19.0, "e_homo_ev": -11.8, "smiles": "CC.CC", "lumo_ev": 1.158, "elements": ["C", "C", "H", "H", "H", "H", "H", "H", "C", "C", "H", "H", "H", "H", "H", "H"], "coordinates": [[-0.68284, -1.63675, 0.74467], [-1.83563, -2.32383, 1.53291], [0.19788, -1.47167, 1.35110], [-0.42794, -2.20764, -0.13887], [-1.02685, -0.66755, 0.39399], [-2.57578, -1.57406, 1.81649], [-1.45944, -2.74229, 2.45581], [-2.29452, -3.10133, 0.93543], [1.17421, 1.55824, -1.75914], [1.32543, 2.38784, -0.48676], [2.10763, 1.02533, -1.95238], [0.39153, 0.81908, -1.67658], [0.98654, 2.12052, -2.66944], [1.15778, 1.75007, 0.38088], [2.31838, 2.82846, -0.46334], [0.64362, 3.23557, -0.46477]], "lowdin_charge": [-0.16, -0.16, 0.05, 0.05, 0.05, 0.06, 0.05, 0.05, -0.17, -0.17, 0.06, 0.04, 0.06, 0.06, 0.06, 0.06]}

***

# 6
{"formula": "C7H10NO", "method": "ωB97M-V/def2-TZVPD", "e_above_lowest_kj_mol": 85.5, "e_homo_ev": -13.4, "charge": 1, "lumo_ev": -4.794, "elements": ["C", "C", "C", "C", "C", "C", "C", "N", "O", "H", "H", "H", "H", "H", "H", "H", "H", "H", "H"], "coordinates": [[-0.64264, 0.21356, -1.28115], [-1.20221, 0.94645, -0.30122], [0.11913, -0.94396, -0.94348], [2.52183, 0.59795, -0.99850], [2.56173, -0.14355, 0.05786], [-0.98631, 0.59916, 1.12817], [-0.73736, -0.89925, 1.31911], [0.06620, -1.45754, 0.24644], [2.48202, -0.84082, 0.98114], [-0.72784, 0.48772, -2.31954], [-1.76421, 1.84239, -0.52789], [0.68048, -1.46601, -1.70482], [3.00474, 0.28999, -1.90865], [2.21787, 1.62701, -0.95108], [-0.13138, 1.18910, 1.47878], [-1.83854, 0.90091, 1.73528], [-0.22618, -1.08337, 2.26585], [-1.69034, -1.44309, 1.33915], [0.56785, -2.31161, 0.46558]], "lowdin_charge": [-0.05, -0.01, -0.05, 0.04, -0.27, -0.13, -0.11, 0.07, 0.19, 0.12, 0.13, 0.15, 0.09, 0.09, 0.14, 0.13, 0.14, 0.15, 0.18]}

***

# 7
{"formula": "C11H29B3INO9", "method": "ωB97M-V/def2-TZVPD", "e_homo_ev": -9.6, "lumo_ev": -0.279, "elements": ["I", "B", "O", "B", "O", "B", "C", "C", "C", "N", "C", "C", "O", "H", "H", "H", "H", "H", "C", "O", "H", "H", "H", "H", "C", "O", "H", "H", "H", "H", "C", "O", "H", "H", "H", "H", "C", "O", "H", "H", "H", "H", "C", "O", "H", "H", "H", "H", "C", "O", "H", "H", "H", "H"], "coordinates": [[4.08310, -1.23059, 2.03173], [4.02791, 0.92994, 1.78784], [4.96624, 1.63964, 0.99350], [4.26888, 2.79122, 0.56714], [2.84945, 2.80186, 0.24580], [2.21519, 2.22563, 1.36032], [0.64924, 2.10136, 1.57509], [-0.07177, 2.68061, 2.73412], [-1.49235, 2.43444, 2.78984], [-2.29248, 1.74681, 1.94877], [-1.67602, 1.23309, 0.85567], [-0.25260, 1.39574, 0.66518], [3.05329, 1.73730, 2.42861], [4.83112, 3.82974, 0.45436], [0.47009, 3.27186, 3.50737], [-2.01072, 2.87469, 3.68080], [-2.26120, 0.66926, 0.08966], [0.19690, 0.93884, -0.25078], [4.45862, 1.30605, 5.79083], [4.77258, -0.07567, 5.67544], [4.52738, 1.59148, 6.83911], [5.16886, 1.90043, 5.20879], [3.44155, 1.48869, 5.43365], [4.70586, -0.30647, 4.74173], [7.28519, -1.39891, -0.75173], [6.17303, -1.15632, -1.60251], [8.11523, -1.76747, -1.35195], [7.58158, -0.46892, -0.25962], [7.02008, -2.15011, -0.00305], [5.45639, -0.83099, -1.04447], [3.66982, 2.47910, -3.69305], [3.59595, 3.39199, -2.60459], [3.95781, 3.02758, -4.58811], [4.41860, 1.70994, -3.48564], [2.69442, 2.01246, -3.85471], [3.34422, 2.88923, -1.81950], [-3.99964, 0.53514, -2.45924], [-2.86721, -0.15650, -1.93339], [-4.36447, 1.23285, -1.70623], [-3.70936, 1.08949, -3.35520], [-4.78687, -0.18059, -2.70242], [-2.56295, -0.76545, -2.61483], [-5.82092, -3.14362, -2.50539], [-6.27907, -1.79306, -2.44942], [-5.91917, -3.50420, -3.52773], [-4.77021, -3.18984, -2.20416], [-6.42464, -3.76359, -1.84481], [-6.18251, -1.49816, -1.53683], [-9.11614, -5.75505, -1.04667], [-8.37708, -4.83505, -1.84216], [-8.59102, -6.70847, -1.03985], [-9.19772, -5.38128, -0.02291], [-10.11370, -5.89625, -1.46995], [-8.85879, -3.99990, -1.83441]], "lowdin_charge": [0.99, -0.99, 0.17, -0.25, 0.21, -0.48, -0.03, 0.00, -0.16, 0.04, -0.11, -0.01, 0.16, 0.13, 0.11, 0.11, 0.09, 0.11, -0.16, -0.14, 0.08, 0.08, 0.07, -0.02, -0.17, -0.14, 0.08, 0.08, 0.06, 0.04, -0.15, -0.12, 0.08, 0.08, 0.08, 0.03, -0.14, -0.15, 0.08, 0.08, 0.05, 0.08, -0.15, -0.15, 0.08, 0.08, 0.05, 0.08, -0.15, -0.14, 0.08, 0.08, 0.08, 0.08]}

***

# 8
{"formula": "C4H36NO14S2", "method": "ωB97M-V/def2-TZVPD", "e_above_lowest_kj_mol": 383.0, "e_homo_ev": -11.3, "charge": 1, "lumo_ev": -2.659, "elements": ["N", "C", "C", "O", "C", "S", "S", "C", "H", "H", "H", "H", "H", "H", "H", "H", "H", "H", "H", "H", "O", "H", "H", "O", "H", "H", "O", "H", "H", "O", "H", "H", "O", "H", "H", "O", "H", "H", "O", "H", "H", "O", "H", "H", "O", "H", "H", "O", "H", "H", "O", "H", "H", "O", "H", "H", "O"], "coordinates": [[-0.40026, -1.11560, 0.49797], [-1.40188, -1.79632, -0.48698], [-1.10425, -3.29928, -0.62191], [-1.41216, -3.80603, -1.64553], [-2.76035, -1.68309, 0.33625], [-3.37766, 0.06271, 0.17779], [-4.17047, 0.40099, -1.47718], [-3.23001, 0.53102, -2.94417], [0.15489, -1.77925, 1.09394], [-0.80984, -0.39557, 1.16465], [0.35356, -0.52023, -0.12606], [-1.67818, -1.37460, -1.40281], [-0.74090, -3.91346, 0.19136], [-3.56350, -2.30135, -0.13383], [-2.59628, -1.94338, 1.37856], [-2.89132, -0.44935, -3.42289], [-3.89966, 0.81264, -3.67324], [-2.33953, 1.26584, -2.82199], [-1.35994, 2.85742, 2.89489], [-0.53951, 2.71483, 4.04784], [-1.31643, 2.31605, 3.56224], [-2.15345, -0.90123, 3.59469], [-2.23268, 0.37299, 2.80720], [-2.18288, -0.54925, 2.68472], [1.39286, -1.77724, -1.82268], [1.16828, -0.40258, -2.19690], [1.18601, -0.99986, -1.42717], [2.27058, 1.96880, 0.80608], [3.67776, 1.95385, 0.02101], [3.22499, 1.87058, 0.83808], [-0.03713, 3.92210, -2.50183], [-1.23630, 3.67086, -1.48849], [-0.51792, 3.32414, -1.88927], [2.16989, -3.09789, 1.34657], [1.41656, -4.22551, 2.19951], [1.32144, -3.44262, 1.61197], [-0.13087, -0.00340, 3.90758], [0.23921, -1.49047, 3.47089], [0.24229, -0.85578, 4.18557], [-3.10452, 4.30866, 0.33576], [-3.71189, 2.96049, 0.11288], [-2.92558, 3.45029, 0.03995], [0.20688, 1.89647, -0.39000], [-0.03537, 1.79832, 1.20926], [0.54903, 1.53580, 0.49769], [2.37030, -0.14733, 2.16420], [2.17740, -1.30468, 3.12437], [2.16476, -1.08996, 2.19718], [4.73116, 0.36130, 1.12340], [4.19317, -0.93903, 0.27525], [4.84566, -0.43727, 0.79701], [1.76811, -1.28077, -4.93999], [2.49845, -0.19559, -4.06975], [1.67800, -0.83047, -4.05938], [4.25093, 0.62594, -4.03389], [4.01452, 1.91275, -3.19728], [3.59400, 1.45358, -3.92310]], "lowdin_charge": [0.13, -0.24, -0.22, 0.11, -0.41, 0.48, 0.46, -0.46, 0.10, 0.10, 0.13, 0.10, 0.12, 0.10, 0.06, 0.07, -0.01, 0.07, -0.07, 0.11, 0.03, 0.09, -0.01, -0.11, 0.01, 0.06, 0.00, -0.01, 0.02, -0.04, 0.09, -0.06, -0.01, 0.04, 0.09, -0.06, 0.02, 0.01, -0.04, 0.03, -0.01, -0.02, 0.09, 0.04, -0.06, 0.04, 0.04, -0.06, -0.08, 0.05, -0.01, 0.08, 0.05, -0.11, 0.13, 0.03, -0.09]}

***

Number 1: E_tot -12269.33212 eV. Number 2: E_tot -7763.06297 eV. Number 3: E_tot -21630.60675 eV. Number 4: E_tot -150728.66574 eV. Number 5: E_tot -4342.33112 eV. Number 6: E_tot -10950.58947 eV. Number 7: E_tot -41928.01356 eV. Number 8: E_tot -56549.13921 eV.